A) C21H17N4O8RuS3 | wB97M-V/def2-TZVPD

```
! wB97M-V def2-TZVPD RIJCOSX def2/J DEFGRID3
* xyz 0 2
Ru 1.330 0.806 0.990
S 3.174 0.304 2.293
S 3.084 1.140 -0.432
S -0.079 -4.636 -0.029
O -0.018 0.291 2.650
O 0.289 4.786 0.621
O -1.376 -1.583 -1.677
O 1.090 2.889 1.338
O -0.712 -5.843 0.399
O -0.217 -4.172 -1.395
O 0.808 -1.039 -1.862
O 0.528 -1.073 1.065
N -0.137 1.414 -0.525
N 6.877 -0.349 2.768
N -0.664 -3.391 0.853
N 6.691 1.070 -1.426
C 6.251 0.034 1.882
C 1.634 -4.734 0.367
C -1.805 1.179 -2.215
C 4.296 -4.774 1.158
C 3.782 -3.689 0.448
C -0.786 0.666 -1.417
C 4.124 0.633 0.881
C 3.452 -5.841 1.451
C 5.725 -4.771 1.624
C -0.870 -1.983 2.799
C -2.129 2.516 -2.125
C -0.441 2.722 -0.459
C 2.459 -3.661 0.050
C -0.335 -0.759 -1.649
C -0.413 -3.345 2.295
C 0.367 3.472 0.551
C 6.149 0.816 -0.443
C 5.476 0.504 0.778
C -0.092 -0.861 2.177
C 2.119 -5.826 1.069
C -1.419 3.311 -1.238
H 5.804 -4.297 2.604
H -2.913 2.939 -2.738
H -0.316 -2.532 0.437
H 4.427 -2.852 0.207
H -1.658 4.362 -1.154
H -0.966 -4.142 2.788
H -1.092 -2.520 -1.818
H 1.457 -6.647 1.307
H 2.078 -2.812 -0.504
H 3.841 -6.695 1.992
H 6.115 -5.785 1.712
H 0.654 -3.475 2.509
H -1.920 -1.825 2.534
H -2.320 0.516 -2.895
H -0.792 -1.906 3.883
H 6.361 -4.212 0.939
H -0.254 5.161 -0.082
*
```

Output
M = 650.658 g mol⁻¹
HOMO level (alpha / beta) = -8.0725 / -8.2660 eV
Gap between HOMO and LUMO (alpha / beta) = 6.069 / 6.219 eV
<S²> = 0.76

=====

B) C21H17N4O8RuS3 | wB97M-V/def2-TZVPD

```
! wB97M-V def2-TZVPD RIJCOSX def2/J DEFGRID3
* xyz 0 2
Ru 1.523 -1.122 -0.862
S -2.479 1.179 2.600
S 2.180 0.665 -2.150
S 1.133 -1.800 -3.053
O 3.446 -2.566 -1.550
O 1.097 -0.129 1.204
O 0.927 -0.486 3.402
O 4.562 -4.422 -1.151
O -1.362 1.344 3.508
O -0.089 -2.513 -0.155
O -3.808 1.057 3.113
O -0.535 -0.574 -1.030
N 3.164 2.374 -5.328
N 2.532 -2.307 0.871
N -2.116 -0.183 1.776
N 1.602 -1.536 -6.783
C 2.703 1.343 -5.105
C 2.066 -2.083 2.091
C 2.922 -4.149 2.883
C 1.856 -0.314 -3.547
C 1.840 -0.813 -5.921
C 2.131 0.063 -4.827
C -2.395 -1.787 -0.088
C -2.364 4.580 -0.389
C -0.935 -1.634 -0.461
C 2.232 -2.975 3.138
C 3.438 -4.368 1.613
C -2.440 2.492 1.437
C -1.335 2.631 0.601
C -3.508 3.373 1.368
C -2.988 -0.578 0.654
C 3.750 -3.436 -0.779
C 3.227 -3.409 0.635
C 1.315 -0.793 2.199
C -3.456 4.417 0.456
C -1.309 3.669 -0.309
C -2.306 5.713 -1.375
H 4.716 -5.056 -0.443
H -2.249 5.335 -2.397
H -1.419 6.325 -1.207
H 3.985 -5.280 1.411
H -0.459 3.770 -0.972
H -0.508 1.932 0.647
H -2.486 -2.695 0.504
H -3.951 -0.858 1.073
H -2.962 -1.913 -1.013
H -1.146 -0.113 1.484
H -4.285 5.112 0.396
H -3.183 6.354 -1.296
H -4.362 3.234 2.017
H 1.822 -2.745 4.110
H -3.136 0.254 -0.040
H 3.066 -4.882 3.664
H 0.336 0.301 3.376
*
```

Output
M = 650.658 g mol⁻¹
HOMO level (alpha / beta) = -7.7741 / -8.0468 eV
Gap between HOMO and LUMO (alpha / beta) = 6.056 / 6.320 eV
<S²> = 0.77

=====

Which of them is least stable? Easy: B).

=====

A) HNO2S | wB97M-V/def2-TZVPD

```
! wB97M-V def2-TZVPD RIJCOSX def2/J DEFGRID3
* xyz 0 1
S -0.644 0.132 0.021
O -0.508 -1.301 -0.004
O 1.295 0.489 -0.394
N -1.949 0.810 0.268
H 1.806 -0.130 0.110
*
```

Output
M = 79.080 g mol⁻¹
HOMO level (alpha / beta) = -11.6680 / -11.5987 eV
Structure (SMILES) = N#S(=O)O
Gap between HOMO and LUMO (alpha / beta) = 8.703 / 8.601 eV

=====

B) HNO2S | wB97M-V/def2-TZVPD

```
! wB97M-V def2-TZVPD RIJCOSX def2/J DEFGRID3
* xyz 0 1
S 0.283 0.542 0.543
O -1.226 0.407 0.624
O 0.678 0.148 -0.967
N -0.076 -0.700 1.506
H 0.340 -0.397 -1.706
*
```

Output
M = 79.080 g mol⁻¹
HOMO level = -10.0367 eV
Gap between HOMO and LUMO = 9.273 eV

=====

Which of them is least stable? Easy: A).

=====

A) C5H4O | wB97M-V/def2-TZVPD

```
! wB97M-V def2-TZVPD RIJCOSX def2/J DEFGRID3
* xyz 0 3
O -2.158 0.097 -0.042
C 1.378 0.169 0.017
C 0.210 -0.227 0.899
C -0.849 0.450 0.075
C 0.475 -1.463 -0.032
C 0.143 -0.297 -0.784
H -2.347 -0.882 -0.240
H -0.897 1.499 0.286
H 1.665 1.147 -0.049
H 2.378 -0.494 -0.131
*
```

Output
M = 80.086 g mol⁻¹
HOMO level (alpha / beta) = -7.4350 / -10.4530 eV
Gap between HOMO and LUMO (alpha / beta) = 8.148 / 8.403 eV
<S²> = 2.01

=====

B) C5H4O | wB97M-V/def2-TZVPD

```
! wB97M-V def2-TZVPD RIJCOSX def2/J DEFGRID3
* xyz 0 3
O -0.318 -0.991 -1.625
C 1.563 0.848 0.729
C 0.876 1.874 1.260
C -1.082 -0.131 -1.044
C -1.387 -1.560 -0.863
C 0.160 0.703 0.897
H 0.913 2.859 1.661
H -2.169 -2.014 -1.461
H 2.520 0.496 0.421
H -1.076 -2.084 0.026
*
```

Output
M = 80.086 g mol⁻¹
HOMO level (alpha / beta) = -5.8455 / -9.0722 eV
Gap between HOMO and LUMO (alpha / beta) = 6.862 / 7.755 eV
<S²> = 2.03

=====

Which of them is least stable? Easy: B).